(1)
DFT (ωB97M-V/def2-TZVPD) results for a 2-piece molecular cluster, C5H4N3O6S overall.

Each line ends with the Löwdin charge.
CARTESIAN COORDINATES (ANGSTROEM)
C (1.421, 0.779, -0.302)  0.015
C (0.145, 1.382, -0.578)  -0.262
C (1.200, -0.533, -0.080)  -0.320
C (-0.795, 0.401, -0.727)  -0.436
C (-0.604, -2.072, -0.268)  0.081
N (0.586, -3.693, 1.848)  0.234
N (-0.162, -0.858, -0.393)  -0.074
N (0.161, -3.310, 2.790)  -0.317
O (-0.399, -2.893, 3.681)  0.120
O (-0.430, 3.672, 0.460)  -0.322
O (0.693, 3.606, -1.808)  -0.334
O (-1.601, 2.775, -1.618)  -0.244
O (2.017, -1.530, 0.394)  0.050
O (-2.001, 0.438, -1.055)  -0.038
S (-0.253, 3.044, -0.838)  0.622
H (2.413, 1.183, -0.171)  0.119
H (-1.788, -2.013, -0.554)  0.067
H (1.545, -2.243, 0.683)  -0.047
H (-2.146, 1.865, -1.465)  0.087

**Relative energy (zero: lowest compared OMol25 entry of this formula, charge and spin)**: 0.000 eV
**HOMO**: -3.803 eV
**Total charge**: -1
**Calculated total energy**: -1206.7347 Eh

=====

(2)
DFT (ωB97M-V/def2-TZVPD) results for C5H4NO3S2 as an isolated structure.

Each line ends with the Löwdin charge.
CARTESIAN COORDINATES (ANGSTROEM)
C (1.899, 0.231, -0.021)  -0.927
C (3.093, -0.333, -0.177)  -0.105
C (-0.757, -0.836, -0.256)  -0.637
C (-1.622, 1.604, 0.098)  -0.754
C (-0.381, 0.634, 0.013)  -0.689
N (-1.975, -1.114, 0.365)  0.130
O (-1.512, 2.551, -0.631)  0.001
O (-0.192, -1.644, -0.980)  -0.011
O (-2.503, 1.320, 0.939)  -0.060
S (0.837, 0.345, 1.435)  0.892
S (0.918, 1.069, -1.205)  0.933
H (3.486, -0.642, -1.158)  0.062
H (3.419, -0.884, 0.630)  0.008
H (-2.434, -0.286, 0.875)  0.076
H (-2.276, -2.015, 0.072)  0.079

**Relative energy (zero: lowest compared OMol25 entry of this formula, charge and spin)**: 0.000 eV
**HOMO**: -4.848 eV
**Total charge**: -1
**Calculated total energy**: -1269.8388 Eh

=====

(3)
DFT (ωB97M-V/def2-TZVPD) results for an isolated ion of composition C5H4NO5 and charge -1.

Each line ends with the Löwdin charge.
CARTESIAN COORDINATES (ANGSTROEM)
N (2.152, 1.219, -0.348)  -0.026
C (1.151, 0.712, 0.578)  -0.241
C (-0.257, 0.632, 0.033)  -0.253
O (-1.232, 1.397, -0.274)  0.089
C (-2.486, 0.442, -0.260)  -0.684
O (-3.216, 0.791, 0.621)  0.091
O (-2.408, -0.321, -1.183)  0.059
C (0.310, -0.535, 0.282)  -0.005
C (0.292, -1.955, 0.141)  -0.571
O (1.214, -2.669, 0.480)  0.054
O (-0.769, -2.433, -0.479)  0.062
H (2.217, 2.291, -0.474)  0.088
H (3.131, 0.951, -0.033)  0.072
H (1.400, 1.095, 1.580)  0.113
H (-1.499, -1.617, -0.664)  0.153

**Relative energy (zero: lowest compared OMol25 entry of this formula, charge and spin)**: 0.424 eV
**HOMO**: -5.307 eV
**Total charge**: -1
**SMILES**: N[C@H]1C(OC(=O)[O-])=C1C(=O)O
**Calculated total energy**: -623.9151 Eh

=====

(4)
DFT (ωB97M-V/def2-TZVPD) results for a single C5H4O molecule.

Each line ends with the Löwdin charge.
CARTESIAN COORDINATES (ANGSTROEM)
C (0.517, -0.496, -0.183)  -0.074
C (1.734, -0.283, -0.032)  -0.122
C (-1.758, -0.221, 0.355)  -0.103
C (-2.875, 0.294, -0.099)  0.012
C (2.997, 0.065, 0.133)  -0.010
O (-0.691, -0.811, -0.049)  0.071
H (-3.676, 0.803, 0.442)  0.061
H (-3.147, 0.226, -1.097)  0.030
H (3.269, 1.189, 0.238)  0.100
H (3.629, -0.765, 0.291)  0.035

**Relative energy (zero: lowest compared OMol25 entry of this formula, charge and spin)**: 6.172 eV
**HOMO (alpha / beta)**: -8.498 / -7.851 eV
**Total charge**: 0
**Calculated total energy**: -267.8855 Eh

=====

(5)
DFT (ωB97M-V/def2-TZVPD) results for a single C5H4O2 molecule.

Each line ends with the Löwdin charge.
CARTESIAN COORDINATES (ANGSTROEM)
O (1.583, -0.528, -1.089)  0.128
C (1.035, -0.545, -0.004)  -0.546
O (0.096, -1.543, 0.302)  0.049
C (-1.146, -1.024, 0.153)  -0.102
C (-1.223, 0.301, -0.017)  -0.047
C (0.071, 1.012, 0.030)  -0.062
C (1.129, 0.642, 0.862)  0.069
H (-1.936, -1.769, 0.133)  0.135
H (-2.138, 0.837, -0.238)  0.110
H (0.481, 1.386, -0.942)  0.163
H (2.045, 1.231, 0.808)  0.103

**Relative energy (zero: lowest compared OMol25 entry of this formula, charge and spin)**: 4.303 eV
**HOMO**: -9.175 eV
**Total charge**: 0
**Calculated total energy**: -343.2342 Eh

=====

(6)
DFT (ωB97M-V/def2-TZVPD) results for a single C5H4O2 molecule.

Each line ends with the Löwdin charge.
CARTESIAN COORDINATES (ANGSTROEM)
O (1.906, -1.312, -0.185)  0.128
C (0.961, -0.562, -0.147)  -0.324
C (0.926, 0.904, 0.043)  -0.002
C (-0.341, 1.337, 0.089)  -0.043
C (-1.372, 0.244, -0.047)  -0.094
C (-0.522, -0.995, -0.289)  -0.304
O (-0.894, -2.107, -0.553)  0.144
H (1.819, 1.513, 0.126)  0.118
H (-0.628, 2.377, 0.216)  0.114
H (-1.965, 0.118, 0.867)  0.133
H (-2.079, 0.412, -0.867)  0.130

**Relative energy (zero: lowest compared OMol25 entry of this formula, charge and spin)**: 0.491 eV
**HOMO**: -9.430 eV
**Total charge**: 0
**SMILES**: O=C1C=CCC1=O
**Calculated total energy**: -343.3743 Eh